Record 1
The following is a quantum chemistry calculation of C5H7BO3S in the gas phase, from the OMol25 dataset.

Computed properties:
* molar mass: 158.0 g mol⁻¹
* gap between HOMO and LUMO (spin up / spin down): 7.4 / 7.4 eV
* charge: 0

```
17
Properties=species:S:1:pos:R:3:nbo_charge:R:1
B 1.445 -0.583 0.211 0.71
C -2.218 0.163 -0.757 -0.19
C -2.531 -0.890 0.045 -0.42
C 1.164 0.666 1.568 0.40
C -0.802 0.481 -0.746 -0.55
C -0.054 -0.650 0.040 -0.27
O 0.933 1.811 1.477 -0.48
O 2.093 -1.598 0.883 -0.91
O 2.115 0.359 -0.653 -0.88
S -1.238 -1.765 0.721 0.45
H -3.040 0.774 -1.225 0.23
H -3.519 -1.141 0.179 0.23
H 1.541 0.166 2.440 0.13
H -0.482 0.776 -1.775 0.27
H -0.402 1.500 -0.332 0.30
H 3.101 -1.561 1.050 0.49
H 3.050 0.292 -0.540 0.47
```

Record 2
The following is a quantum chemistry calculation of 2 unconnected molecules or ions with the total composition C6H15N2PS, from the OMol25 dataset.

Computed properties:
* molar mass: 178.2 g mol⁻¹
* gap between HOMO and LUMO (spin up / spin down): 6.6 / 6.3 eV
* charge: 0

```
25
Properties=species:S:1:pos:R:3:nbo_charge:R:1
C -1.486 2.115 0.367 -0.23
C -1.544 1.901 -1.067 -0.24
C 0.862 0.230 2.146 -0.62
C 1.020 -0.351 -2.232 -0.40
C 1.672 -2.044 -0.389 -0.44
C -0.295 -0.612 1.754 -0.67
N -0.728 1.037 -0.230 -0.79
N 0.876 -0.863 -0.790 -0.74
P -0.736 -0.648 -0.113 1.34
S -3.716 -1.244 -0.347 -0.34
H -0.953 3.009 0.726 0.20
H -2.253 1.729 1.047 0.21
H -2.383 1.457 -1.504 0.22
H -0.933 2.557 -1.786 0.19
H 1.635 0.021 1.395 0.22
H 0.843 1.356 2.162 0.22
H 1.142 -0.169 3.153 0.21
H 0.861 -0.965 -3.164 0.19
H 0.228 0.312 -2.195 0.20
H 1.949 0.125 -2.272 0.20
H 1.038 -2.754 0.213 0.20
H 1.697 -2.631 -1.287 0.21
H 2.514 -1.779 0.230 0.21
H -1.224 -0.242 2.112 0.23
H -0.086 -1.546 2.071 0.22
```

Taking the records one at a time from the top gives DFT total energy values of -22951.6269; -29564.0509 eV.
Taking the records one at a time from the top gives energy above the lowest of the compared OMol25 structures with the same formula, charge and spin values of 69.8; 65.0 kcal per mole.
Taking the records one at a time from the top gives strongest force on any atom values of 0.0683; 0.0793 hartree/bohr.